25
Properties=species:S:1:pos:R:3:mulliken_charge:R:1 method="wB97M-V/def2-TZVPD" charge=0 de_lowest_kcal_mol=82.5 homo_energy_ev=-6.9 homo_lumo_gap_ev=7.0
O 0.796 -2.734 -0.246 -0.650
H 2.318 2.391 -0.434 0.320
H -2.562 1.781 0.586 0.238
H -0.720 3.112 -1.195 0.264
C -0.550 -0.888 0.215 -0.217
H 0.900 3.281 -0.263 0.137
H 2.978 -2.576 -0.143 0.324
N -0.070 1.437 -0.132 -0.216
H -3.578 -2.317 -0.119 0.364
C -3.318 -0.108 0.173 -0.419
B 2.052 0.476 -0.136 0.036
C 3.269 -1.589 0.188 -0.918
C -1.602 -1.771 0.114 -0.496
C -2.295 0.790 0.250 -0.762
H -4.395 0.229 0.293 0.303
C -0.115 2.803 -0.290 -0.711
O 2.698 1.516 -0.531 -0.450
H 4.047 -1.266 -0.508 0.340
C -0.910 0.470 0.114 1.193
H -0.730 3.102 0.629 0.297
H -1.502 -2.785 0.106 0.463
N 1.995 -0.845 0.039 0.403
C -2.941 -1.460 0.000 -0.729
H 3.484 -1.491 1.228 0.351
C 0.752 -1.557 0.061 0.538

14
Properties=species:S:1:pos:R:3:mulliken_charge:R:1 method="wB97M-V/def2-TZVPD" charge=0 de_lowest_kcal_mol=105.9 homo_energy_ev=-9.0 homo_lumo_gap_ev=9.3
H 0.127 -1.940 1.371 0.278
H 1.744 0.167 -0.117 0.226
N 1.127 0.995 -0.029 -0.170
C -0.748 -0.107 0.950 0.178
H -0.058 -0.901 2.576 0.275
H -0.837 -1.252 -0.735 0.229
O 0.975 0.348 -2.190 -0.516
H -1.541 0.579 1.261 0.253
H -0.458 1.550 -1.235 0.381
N -0.949 -0.305 -0.452 -0.601
C 0.309 0.813 -1.145 0.036
H 0.415 0.374 -3.096 0.401
N -0.523 -1.239 1.738 -0.635
O 0.415 0.920 1.101 -0.335

57
Properties=species:S:1:pos:R:3:mulliken_charge:R:1 method="wB97M-V/def2-TZVPD" charge=0 de_lowest_kcal_mol=22.8 homo_energy_ev=-8.6 homo_lumo_gap_ev=9.3
H 0.610 1.765 -3.569 0.465
H 3.700 -0.887 -1.467 0.401
H 1.464 -4.596 2.059 0.461
H -1.976 4.148 -4.950 0.328
N 0.003 3.388 -2.462 0.231
H -1.828 1.607 -3.265 0.263
C 1.973 -0.755 -0.214 1.161
H -2.786 5.225 -2.874 0.347
H 0.002 2.009 0.027 0.540
C -1.729 -3.879 2.867 -0.289
C -0.346 -3.768 2.824 0.811
H 1.988 -0.187 3.332 0.282
C -0.112 -0.466 1.156 0.367
O 0.401 -2.833 3.490 -0.454
H 1.656 1.153 2.221 0.399
H -1.465 1.727 -4.994 0.358
C -1.448 2.267 -4.047 -0.733
H -2.137 -6.547 0.825 0.393
H 0.561 -1.443 4.900 0.476
C 2.075 -2.151 0.311 -1.284
C 2.890 -0.256 -1.131 -1.208
H 0.912 1.135 3.828 0.342
H -3.356 3.243 -4.318 0.339
H 2.156 -2.148 1.397 0.191
C -0.235 -1.851 4.270 -0.769
H 0.426 3.256 -4.516 0.288
C -2.361 -4.880 2.147 -0.789
C -2.214 4.299 -2.816 -0.636
H 2.936 -2.665 -0.108 0.390
C 0.930 0.072 0.217 -0.330
H 3.480 1.440 -2.332 0.541
H -0.629 5.117 -1.562 0.437
H -3.438 -4.952 2.184 0.376
O -1.070 -1.091 0.740 -0.692
H -1.214 0.064 4.096 0.449
C -0.751 4.622 -2.526 -0.742
H 1.172 -2.706 0.059 0.389
H 0.330 -6.370 0.770 0.384
C -0.863 -0.728 3.426 -0.954
C -2.318 3.519 -4.125 -0.712
H -2.612 3.694 -2.000 0.287
S 1.532 3.501 -1.789 1.472
O 2.534 3.773 -2.783 -0.757
N 0.070 -0.182 2.466 0.301
O 1.444 4.383 -0.661 -0.756
H -0.351 5.282 -3.312 0.332
C -1.634 -5.775 1.387 -0.557
H -1.000 -2.289 4.924 0.399
H -2.331 -3.201 3.451 0.331
C 1.731 1.828 -1.194 -0.635
C 2.777 1.035 -1.621 -0.329
C 0.805 1.359 -0.283 0.148
C 1.222 0.514 2.987 -1.009
H -1.702 -1.115 2.844 0.411
C -0.011 2.653 -3.707 -0.648
C -0.252 -5.673 1.354 -0.494
C 0.388 -4.682 2.068 -0.313

178
Properties=species:S:1:pos:R:3:mulliken_charge:R:1 method="wB97M-V/def2-TZVPD" charge=+4 homo_energy_ev=-16.7 homo_lumo_gap_ev=6.1
H 4.161 -5.206 -2.583 -0.004
C 3.650 -5.129 -4.597 -1.122
H 6.922 0.757 -3.135 0.395
H -1.385 -4.548 0.460 0.323
C 3.793 1.181 -1.554 -0.543
O 1.148 0.523 5.176 -0.289
C -8.346 4.215 4.430 -0.787
O 2.776 -1.677 -0.036 0.474
C -4.830 7.392 3.929 -1.212
C -0.628 -1.430 -6.066 -1.693
H 4.437 -1.440 2.254 0.192
H 7.108 1.901 -7.408 0.470
C -0.471 -1.388 5.369 -1.241
C 0.864 3.998 4.869 1.156
H 4.218 2.185 -1.413 0.606
H -8.736 4.182 3.418 0.299
H 0.256 -2.207 5.545 0.289
H 1.678 -4.331 -2.190 0.042
H 1.849 -3.615 0.849 0.391
H 2.922 3.283 -3.156 0.447
C 0.299 5.198 5.468 -1.494
O -7.291 2.024 4.770 -0.444
H -2.925 4.565 4.734 0.006
H 6.709 -0.570 -8.358 0.357
O 2.194 0.005 -3.059 0.294
H 0.421 0.680 -0.096 -0.126
C 5.730 -0.089 -8.420 -1.373
H 5.533 0.435 -9.343 0.385
H -0.789 5.092 5.725 0.249
H -0.512 -0.378 -5.862 0.303
H -3.904 -6.016 2.949 0.210
C -4.729 -2.599 3.301 -1.369
H 7.177 -2.775 -3.858 0.480
H 5.549 -2.811 1.637 0.457
H 1.431 2.368 -2.943 0.070
C 3.154 1.072 -2.967 1.098
H 6.464 1.866 -5.707 0.353
C -0.726 3.524 -4.805 -0.512
C 3.685 -2.626 0.596 0.527
C 2.728 -3.425 1.439 -1.660
O 0.126 0.184 -0.832 0.521
H -0.713 -1.407 4.304 0.071
H -1.580 4.158 -7.333 0.410
C 0.483 -0.150 7.363 -1.442
H -5.834 6.975 4.129 0.203
H 6.240 0.028 -4.531 -0.314
H 2.191 2.467 -4.526 0.326
H 2.341 -1.166 0.658 0.258
C 6.123 -1.220 -2.813 1.651
H -2.906 6.751 3.170 0.313
O 0.134 3.550 3.637 -0.384
H -3.726 3.436 -5.653 0.309
H 3.621 0.043 -6.537 0.138
H -1.724 0.011 -2.951 -0.568
H 4.482 -4.416 -4.639 0.184
H -2.285 -3.014 -4.421 0.494
H -4.962 8.073 3.065 0.409
H 0.706 3.185 5.644 -0.234
H 2.876 4.341 5.386 0.453
C 1.710 0.898 2.546 -0.426
H -4.826 0.680 2.063 0.325
C -1.588 1.011 -2.479 -0.094
C -1.396 -2.632 -3.880 -0.832
O 4.524 0.069 -6.156 -0.376
H 4.668 -0.911 -4.211 -0.195
C -1.780 4.911 -6.604 -1.498
H 0.140 4.196 -4.837 0.492
H -1.061 -7.318 2.755 0.119
C 5.324 0.782 -7.187 0.422
H -6.118 -0.285 2.914 0.382
C -3.382 5.558 4.947 -1.274
H -2.429 -6.265 5.286 0.344
H -2.245 5.070 -4.539 0.142
H 3.142 0.868 -0.732 -0.272
H -8.429 3.102 6.154 0.237
H 0.829 5.344 6.413 0.459
H 1.046 -0.889 -4.606 -0.155
H -4.520 5.712 2.001 0.255
C -0.267 -2.397 -4.922 0.613
H -0.507 2.612 -5.389 0.188
H -0.747 -5.087 3.789 0.187
H -4.406 7.936 4.821 0.355
H 7.795 -0.530 -3.891 0.565
H 5.025 -0.880 -8.542 0.416
H -2.215 -7.938 4.839 0.393
C 6.801 -0.168 -3.646 -0.854
H -7.565 1.169 5.206 0.267
H -1.925 0.196 -0.528 0.393
H -9.660 1.115 5.207 0.384
C -8.452 2.885 5.106 0.441
H 1.892 0.309 5.786 0.255
O -4.192 5.322 2.785 -0.409
H -5.776 -2.635 3.486 0.441
H -3.686 -7.784 2.969 0.388
H 0.969 0.752 7.763 0.388
H -1.625 -1.754 -3.181 0.035
H 4.772 1.659 -7.346 0.487
H 1.497 -6.650 -3.101 0.331
H -1.579 -1.654 -6.500 0.455
H -2.333 1.669 -2.850 0.686
H -4.992 -1.753 1.329 0.361
C 3.231 -5.222 -3.175 1.036
H 4.067 -6.030 -5.001 0.471
H -0.631 4.170 3.611 0.164
H 1.300 -0.949 7.445 0.414
C 6.781 -2.601 -2.882 -1.435
C 2.312 4.175 4.518 -1.356
H 2.774 3.269 4.137 0.208
H 5.904 -0.865 -1.820 -0.541
O -2.958 3.255 -5.155 -0.480
O 0.078 -4.685 -0.761 -0.335
O -3.098 -1.461 1.937 -0.335
H 0.703 0.661 -1.369 -0.081
C -4.505 -1.531 2.238 0.391
H -0.649 1.295 -2.929 -0.564
H -4.109 -2.358 4.174 0.393
C -9.734 2.178 4.743 -1.242
O -1.330 -5.280 3.035 -0.283
H 2.357 -6.390 -1.616 0.455
H 5.390 -1.288 0.669 0.231
H -0.724 -6.930 5.084 0.427
H 4.031 -3.318 -0.149 0.368
H -10.575 2.640 5.207 0.393
H 0.050 -3.411 -5.283 0.313
H -1.362 -1.567 6.035 0.385
H 3.132 -7.331 -2.885 0.491
C -3.229 -6.796 2.607 -1.166
H -4.490 -0.070 3.694 0.249
H 7.546 -2.725 -2.156 0.460
H 2.449 -2.751 2.262 0.331
H -3.151 -6.869 1.538 0.291
H -2.149 2.709 -0.157 0.601
H 0.047 -1.690 -6.853 0.490
H 2.384 5.032 3.817 0.335
H 0.764 1.395 2.426 0.222
C -1.779 -6.612 3.257 0.648
H -0.750 2.261 0.764 0.356
H 3.929 0.939 -3.664 -0.089
H -9.896 2.250 3.662 0.301
C -3.771 6.321 3.659 0.652
H -0.370 -0.517 7.973 0.391
C -1.997 4.235 -5.213 0.467
H -0.834 0.630 5.783 0.139
H 2.533 0.977 3.172 0.494
C 0.021 -0.054 5.893 0.667
H -0.484 2.906 -0.914 0.229
C -1.778 -6.917 4.708 -1.535
C 6.671 1.323 -6.622 -1.511
O 1.792 -0.002 1.670 -0.766
O 0.846 -1.754 -4.222 0.196
H 3.241 -4.303 1.883 0.425
Tl -4.855 2.897 4.328 0.886
H -7.260 4.493 4.394 -0.184
C 2.374 2.351 -3.416 -1.324
H 6.086 -3.385 -2.539 0.171
H -2.735 6.176 5.579 0.444
H -4.539 -3.649 3.057 0.156
H -4.307 5.438 5.464 0.417
H 2.821 -4.787 -5.200 0.231
C 4.877 -1.971 1.385 -1.240
O 2.460 -3.956 -2.646 -0.109
H 7.277 0.434 -6.349 0.322
C -5.059 -0.147 2.798 -1.101
H -0.870 3.211 -3.782 -0.278
H -0.963 5.606 -6.618 0.379
Tl 2.621 -1.774 -2.412 1.026
C 2.492 -6.463 -2.682 -1.632
H -1.525 -5.533 -1.133 0.364
C -1.165 2.267 -0.273 -1.310
H -2.669 5.426 -6.962 0.397
O 4.721 -1.531 -3.447 -0.817
H -8.805 5.061 4.942 0.401
H -0.990 -3.542 -3.334 0.197
H 4.725 0.603 -1.426 -0.112
H -2.471 -1.864 2.554 0.156
C -0.928 -5.016 -0.348 -0.511
C -1.329 0.910 -1.035 0.690
H 0.419 6.089 4.811 0.392

99
Properties=species:S:1:pos:R:3:mulliken_charge:R:1 method="wB97M-V/def2-TZVPD" charge=-1 homo_energy_ev=-4.3 homo_lumo_gap_ev=5.1
C 0.889 -0.938 -7.147 0.181
Ga -6.048 0.312 1.633 -0.307
C 0.802 -0.193 -1.230 -0.384
C 7.374 5.098 1.178 -0.341
Br 1.772 0.605 -6.416 -0.034
Br 1.367 -0.004 4.878 -0.076
Br 2.391 -4.667 -7.718 0.014
H -5.670 1.995 3.633 0.326
Br -0.645 -0.451 -8.195 -0.044
H 3.598 -5.106 -9.840 0.353
H -7.007 0.579 0.406 -0.106
H -6.101 0.081 4.817 0.188
Br 5.611 0.915 -1.397 -0.031
Br 0.450 -2.221 -5.793 -0.018
C -5.522 2.077 2.541 -0.395
H -2.950 -0.210 1.322 -0.096
H 4.439 -2.898 -2.560 -0.684
O -2.519 0.420 -1.584 -0.468
Br 10.443 -1.170 2.295 0.031
H -4.478 2.363 2.328 0.235
H 6.317 0.841 6.068 0.272
Br -8.331 1.818 -2.294 0.090
H -4.808 -1.469 -2.673 0.218
Br 3.840 -1.219 6.459 -0.025
N -6.010 4.158 1.348 -0.715
H -2.362 1.152 -0.957 0.335
C 6.045 -0.844 -0.784 -0.106
Br 4.499 -1.806 -0.159 0.232
C 7.024 0.833 5.246 -0.303
Br 1.665 1.048 -0.038 0.145
C -6.962 -0.610 4.782 -0.359
Br 2.232 4.473 1.943 -0.039
H 1.594 -1.415 -7.820 -0.125
Br 4.143 -2.214 -4.906 0.035
Br 1.687 -3.001 3.104 0.099
Br 6.225 5.483 2.670 -0.037
H -9.336 -0.016 3.488 0.293
Br 6.584 -3.877 3.595 0.001
H 3.716 0.747 4.996 -0.257
C -11.831 4.325 -4.730 -0.345
P -7.198 -1.206 3.028 0.214
C 3.500 -4.224 -9.220 -0.340
Br 2.871 1.751 7.079 -0.047
Br 6.698 -3.428 -3.442 -0.072
Br 7.303 3.239 0.709 0.054
H -9.615 -1.584 2.680 0.303
H 2.139 -4.165 0.998 0.003
H 6.749 -3.152 1.247 -0.934
C 6.969 -4.098 1.726 0.907
C 2.327 5.232 0.178 -0.350
Br 8.237 2.293 5.521 -0.042
H -7.546 0.980 -4.473 0.367
C -6.746 -1.758 5.787 -1.256
Br 5.267 -3.710 -8.665 -0.020
C 3.029 0.370 5.741 0.294
H -12.305 5.297 -4.763 0.346
H -6.810 4.713 1.032 0.237
H -6.383 -1.385 6.762 0.372
H 2.783 6.210 0.268 0.359
Br -10.084 4.509 -5.508 -0.009
H -6.010 -2.479 5.398 0.330
H 8.388 5.334 1.473 0.341
Br 3.455 4.172 -0.961 -0.015
Br 8.830 -4.467 1.416 -0.057
Br -12.930 3.119 -5.752 -0.028
O -3.960 -1.472 -2.186 -0.460
H -9.032 -0.183 1.736 0.255
P -3.991 -0.150 -1.286 0.679
C 4.771 -3.341 -3.492 0.765
Br -7.689 -1.155 -3.236 -0.068
H -7.499 2.950 2.179 0.290
Br 12.972 0.022 0.782 -0.035
Br 6.943 6.205 -0.334 -0.051
Br -9.965 0.512 -4.688 -0.081
Br -11.727 3.785 -2.892 0.004
O -5.082 0.777 -1.693 -0.568
C 11.372 0.425 1.772 -0.255
Br -0.223 -4.792 1.292 -0.064
Br 6.007 1.049 3.627 0.190
Br 0.581 5.465 -0.583 -0.021
Br 1.971 -0.776 -2.647 0.151
P -4.101 -0.818 0.772 0.010
C -8.959 -0.699 2.707 -1.017
Br 2.416 -6.051 2.567 -0.084
Br 3.997 -5.095 -3.588 -0.047
C 1.575 -4.468 1.872 0.001
C -8.272 0.603 -3.763 -0.293
C -6.417 3.123 2.008 -0.118
H -0.033 0.325 -1.691 0.226
H 10.717 0.982 1.110 0.239
Br 5.829 -5.414 0.918 -0.067
H 6.462 -1.394 -1.619 0.015
Br 2.678 -2.850 -10.290 -0.033
Br 11.743 1.552 3.283 -0.019
Br 0.087 -1.687 -0.273 0.131
Br 7.408 -0.784 0.582 0.064
Br 7.913 -0.867 5.267 -0.008
H -7.686 -2.310 5.962 0.296
H -7.854 -0.028 5.075 0.262

31
Properties=species:S:1:pos:R:3:mulliken_charge:R:1 method="wB97M-V/def2-TZVPD" charge=0 homo_energy_ev=-9.1 homo_lumo_gap_ev=9.7
H -3.734 -3.257 -0.342 0.385
C -0.999 2.159 0.410 -0.220
H -6.159 -1.893 -0.700 0.314
C 0.095 1.366 -0.225 0.524
C -3.407 -2.244 -0.174 -0.788
H -1.295 -2.607 -0.453 0.451
C 0.057 1.099 -1.591 -0.309
O 3.279 -0.082 0.754 -0.438
H 1.088 0.230 -3.246 0.407
C -2.591 0.251 0.233 0.421
C 4.113 -1.059 0.355 0.264
N -3.898 0.014 0.328 -0.561
H 3.018 -0.490 -1.927 0.484
N -2.236 1.558 0.462 -0.046
H -5.976 -2.205 1.023 0.303
F 5.074 -0.605 -0.495 -0.275
H -0.789 1.422 -2.179 0.459
C 1.188 0.974 0.528 -0.359
H -6.300 -0.554 0.458 0.330
N -1.655 -0.648 -0.033 -0.273
H 1.244 1.190 1.583 0.490
C -2.073 -1.888 -0.236 -0.319
C -4.316 -1.226 0.126 0.898
C 2.228 0.282 -0.079 0.394
H -2.996 2.142 0.796 0.289
H 3.619 -1.916 -0.143 0.332
F 4.766 -1.513 1.433 -0.264
C 1.107 0.430 -2.185 -0.839
C -5.781 -1.481 0.234 -1.184
C 2.198 0.013 -1.438 -0.267
O -0.851 3.282 0.827 -0.603

12
Properties=species:S:1:pos:R:3:mulliken_charge:R:1 method="wB97M-V/def2-TZVPD" charge=+2 de_lowest_kcal_mol=0.0 homo_energy_ev="-15.8 / -15.8" homo_lumo_gap_ev="7.2 / 7.1" multiplicity=2
H -0.578 1.590 2.631 0.269
O -0.263 0.471 -1.697 -0.662
O -0.064 -2.011 -0.541 -0.649
Mg -1.482 1.870 -1.022 0.812
Li -0.132 -3.871 -0.003 0.938
C 0.444 0.365 -0.490 0.918
H 0.989 0.696 2.228 0.306
C 0.120 1.254 1.852 -0.461
Cu -0.765 -1.220 -2.903 0.745
C 0.472 -1.066 -0.022 0.142
H 1.504 0.663 -0.600 0.347
C -0.245 1.261 0.566 -0.705

13
Properties=species:S:1:pos:R:3:mulliken_charge:R:1 method="wB97M-V/def2-TZVPD" charge=0 de_lowest_kcal_mol=23.0 homo_energy_ev=-9.5 homo_lumo_gap_ev=9.7
H -1.901 2.451 0.470 0.237
H 2.482 0.080 -1.513 -0.097
H -0.878 1.540 -0.554 0.203
N -1.084 1.820 0.413 -0.506
H 0.561 -0.070 -3.042 -0.052
H -0.985 -2.463 -0.440 -0.039
H 0.528 -2.041 1.471 -0.090
H 0.008 1.254 2.858 -0.075
Si 1.273 -0.694 -1.719 0.237
H 1.740 -2.133 -2.023 -0.086
H -2.004 0.070 2.177 -0.115
Si -0.827 0.603 1.625 0.303
Si 0.087 -1.196 0.334 0.079

21
Properties=species:S:1:pos:R:3:mulliken_charge:R:1 method="wB97M-V/def2-TZVPD" charge=+1 de_lowest_kcal_mol=0.0 homo_energy_ev=-12.5 homo_lumo_gap_ev=8.4
H 3.450 2.333 0.722 -0.018
H 3.187 1.200 -1.671 -0.045
H -1.114 -2.262 -1.822 0.325
O 3.123 -0.311 0.355 0.085
Si 2.150 -1.573 0.313 0.451
H 2.258 -2.595 -0.720 0.002
C -1.369 -1.481 -1.062 -0.311
N -4.048 0.489 0.275 -0.465
H -3.513 -1.363 -1.645 0.313
H 2.226 -1.723 1.841 0.010
H 5.269 0.863 -0.203 -0.046
H -1.799 0.816 1.670 0.204
Si 3.780 1.168 -0.220 0.263
H -4.120 1.208 1.020 0.220
H -4.969 0.151 0.008 0.222
N -0.272 -1.214 -0.357 -0.317
C -1.663 0.305 0.718 -0.664
C -2.672 -1.045 -0.971 -0.513
C -0.387 -0.237 0.552 -0.020
H 0.317 0.027 1.298 0.422
C -2.850 0.013 -0.037 0.882

12
Properties=species:S:1:pos:R:3:mulliken_charge:R:1 method="wB97M-V/def2-TZVPD" charge=0 de_lowest_kcal_mol=29.9 homo_energy_ev=-10.1 homo_lumo_gap_ev=11.0
H 1.429 -1.346 0.150 0.291
C -0.275 0.026 0.093 0.864
C 0.965 0.747 -0.393 -0.727
N -2.428 0.598 -1.273 -0.444
N -0.432 -0.182 1.505 -0.630
H 0.715 -1.162 -1.530 0.273
H 0.865 1.353 -1.288 0.272
H 1.613 1.143 0.381 0.278
C -1.472 0.298 -0.691 0.046
C 0.858 -0.735 -0.543 -0.741
H -0.676 -1.148 1.695 0.256
H -1.163 0.406 1.893 0.262

19
Properties=species:S:1:pos:R:3:mulliken_charge:R:1 method="wB97M-V/def2-TZVPD" charge=0 de_lowest_kcal_mol=93.8 homo_energy_ev="-8.1 / -6.2" homo_lumo_gap_ev="8.9 / 6.8"
C 1.259 0.272 0.264 0.727
H -0.837 -2.117 0.063 0.336
H -0.893 0.509 1.591 0.281
H 1.726 -1.791 0.386 0.273
C 1.903 -0.942 -0.283 -1.271
H 1.410 -1.195 -1.224 0.302
C -0.950 -1.257 -0.596 -1.040
C 0.172 1.139 -0.210 -0.989
C -1.145 0.897 0.595 -0.522
H -1.040 -1.571 -1.642 0.365
C -1.910 -0.191 -0.172 -0.376
H -2.383 0.285 -1.043 0.295
H 2.993 -0.803 -0.349 0.408
H -2.724 -0.571 0.465 0.331
O 1.980 0.760 1.294 -0.510
H -1.718 1.823 0.740 0.366
H -0.026 0.880 -1.255 0.286
H 1.709 1.672 1.484 0.319
H 0.472 2.200 -0.108 0.419

Question: The highest charge belongs to which entry?
Answer: C44H116O16Tl2

Question: The highest charge belongs to which entry?
Answer: C44H116O16Tl2